Entry 1:
Density functional theory data (wB97M-V/def2-TZVPD) for an isolated ion of composition C2H5N2S2 and charge +1.

Atoms and positions in Å:
N (-2.0018, -0.4089, 0.2057)
C (-1.1379, 0.0901, -0.5571)
N (-0.0675, 0.5991, -0.0868)
C (0.9577, 1.3476, -0.1001)
S (2.5567, 0.7187, 0.1529)
S (2.1143, -1.3588, -0.0289)
H (-2.0377, -0.4630, 1.2627)
H (-2.5432, -1.0446, -0.2802)
H (-1.1339, -0.0913, -1.6164)
H (0.8182, 2.4978, -0.1602)
H (2.4752, -1.8866, 1.2083)

Net charge ... +1
SMILES string ... [NH2+]=C/N=C/SS
Orbital gap ... 9.38 eV
Relative energy (zero: lowest compared OMol25 entry of this formula, charge and spin) ... 21.3 kcal per mole
Calculated total energy ... -26797.797 eV



Entry 2:
Density functional theory data (wB97M-V/def2-TZVPD) for one molecule with the formula C5H11NO2.

Atoms and positions in Å:
C (1.6216, 1.0328, 1.6411)
N (0.1355, 0.8697, 1.7989)
C (-0.4575, 0.1549, 0.5701)
C (0.0706, -1.3667, 0.8297)
O (-0.7763, -2.5165, 0.4297)
C (0.1054, 0.6417, -0.7312)
C (-0.7714, 0.4760, -2.0575)
O (-0.2002, 0.7999, -3.0902)
H (1.8009, 2.0114, 1.2102)
H (1.9955, 0.3736, 0.9518)
H (2.1349, 0.8306, 2.5511)
H (-0.3223, 1.7086, 1.9770)
H (-1.5150, 0.3214, 0.6362)
H (0.3133, -1.3787, 1.9115)
H (0.9492, -1.6447, 0.3246)
H (-1.4038, -2.6191, 1.1545)
H (1.0831, 0.1997, -1.0278)
H (0.3138, 1.7990, -0.5860)
H (-1.8991, 0.4114, -1.9247)

SMILES string ... CN[C@H](CO)CC=O
Orbital gap ... 9.79 eV
Relative energy (zero: lowest compared OMol25 entry of this formula, charge and spin) ... 75.3 kcal per mole
Calculated total energy ... -10946.000 eV



Entry 3:
Density functional theory data (wB97M-V/def2-TZVPD) for a 9-piece molecular cluster, C5H28NO9 overall.

Atoms and positions in Å:
C (0.5751, 2.3325, 0.0612)
N (-0.5147, 1.6082, 0.7082)
C (-1.8447, 2.0446, 0.3264)
C (-2.8137, 0.8567, 0.4150)
C (-2.8085, 0.0275, -0.9202)
O (-2.6017, -1.3442, -0.7019)
C (1.8689, 2.0079, 0.8016)
H (0.7012, 2.1555, -1.0161)
H (0.3249, 3.3879, 0.1461)
H (-0.3861, 0.6056, 0.5841)
H (-2.2164, 2.8133, 0.9871)
H (-1.8243, 2.4099, -0.7031)
H (-2.4771, 0.2082, 1.2197)
H (-3.8243, 1.2077, 0.5414)
H (-3.8144, 0.0435, -1.3257)
H (-2.1190, 0.5542, -1.5898)
H (2.6967, 2.2975, 0.1547)
H (1.8283, 2.4168, 1.8003)
H (1.8700, 0.9251, 0.9024)
H (-0.0893, -2.9159, 0.2715)
H (-1.7471, -1.5394, -0.2029)
O (-0.3622, -1.9989, 0.3785)
H (-0.2030, -0.4662, -3.5332)
H (0.3411, 0.4842, -2.4962)
O (0.5046, 0.2000, -3.4031)
H (0.9864, -1.5623, 1.3933)
H (1.8923, -0.6917, 2.3240)
O (1.8675, -1.5171, 1.8263)
H (2.1975, -1.4796, -0.6232)
H (3.3985, -1.4771, 0.3077)
O (3.1571, -1.5738, -0.6192)
H (0.4269, 1.2562, 2.9698)
H (0.5148, -0.1150, 3.6208)
O (0.9646, 0.7427, 3.5924)
H (-1.8631, -2.0557, -2.3207)
H (-0.3645, -2.2242, -2.2298)
O (-1.0539, -1.9784, -2.8641)
H (3.3302, -0.6215, -2.1664)
H (2.2709, -0.3310, -3.2632)
O (3.2316, -0.2988, -3.0824)
H (-0.9279, -2.0441, 1.7486)
H (-0.1441, -2.3361, 3.1947)
O (-0.9492, -2.0149, 2.7855)

Net charge ... -1
Orbital gap ... 9.67 eV
Relative energy (zero: lowest compared OMol25 entry of this formula, charge and spin) ... 25.4 kcal per mole
Calculated total energy ... -25559.551 eV



Entry 4:
Density functional theory data (wB97M-V/def2-TZVPD) for a 13-piece molecular cluster, H26O13 overall.

Atoms and positions in Å:
O (4.1466, 8.5648, 5.0097)
H (3.8880, 9.1611, 4.2980)
H (5.0257, 8.2927, 4.8493)
O (5.6603, 9.8042, 7.5533)
H (4.6894, 9.7944, 7.4120)
H (5.6669, 9.5737, 8.4972)
O (10.5697, 9.1445, 8.0159)
H (11.3775, 9.6659, 8.1661)
H (10.2701, 9.3719, 7.1300)
O (7.8760, 5.4120, 9.3914)
H (8.6910, 5.8832, 9.5375)
H (7.4295, 5.3308, 10.2637)
O (5.3292, 7.5726, 9.4251)
H (6.2953, 7.5208, 9.5462)
H (5.1236, 7.0174, 8.6560)
O (6.9847, 5.6897, 6.9215)
H (7.1989, 6.5396, 6.5524)
H (7.4026, 5.5941, 7.8313)
O (9.1204, 3.9478, 6.6791)
H (9.0430, 3.2962, 7.4017)
H (8.3388, 4.5279, 6.6565)
O (4.0706, 6.4638, 7.1571)
H (3.8723, 7.1389, 6.5428)
H (4.7960, 5.9800, 6.7071)
O (10.4087, 6.8082, 9.4356)
H (10.9917, 7.3097, 10.0426)
H (10.3804, 7.4875, 8.7270)
O (10.5043, 6.4872, 6.5484)
H (11.0665, 6.4323, 7.3333)
H (10.1489, 5.5909, 6.4439)
O (5.2599, 5.0230, 10.7890)
H (4.9095, 5.8561, 10.4558)
H (5.0708, 4.2971, 10.1692)
O (7.0902, 8.0409, 5.4401)
H (8.0267, 8.2969, 5.2353)
H (6.7710, 8.6638, 6.1275)
O (9.9862, 8.8111, 5.3603)
H (10.1707, 7.9885, 5.8595)
H (10.6837, 8.8290, 4.6713)

Orbital gap ... 11.06 eV
Relative energy (zero: lowest compared OMol25 entry of this formula, charge and spin) ... 1.6 kcal per mole
Calculated total energy ... -27041.877 eV



Entry 5:
Density functional theory data (wB97M-V/def2-TZVPD) for an isolated ion of composition C44H38N3O and charge +1.

Atoms and positions in Å:
C (-6.2532, 5.4578, 0.6014)
O (-6.4157, 4.0182, 0.6494)
C (-5.5479, 3.2113, -0.0234)
C (-5.5802, 1.8358, 0.3035)
C (-4.5406, 1.0111, -0.1056)
C (-3.5235, 1.5198, -0.8940)
N (-2.5045, 0.5591, -1.3862)
C (-1.0802, 0.7806, -1.2373)
C (-0.2576, -0.2972, -1.9800)
C (-0.7619, -0.9915, -3.0907)
C (0.0580, -1.8784, -3.7990)
C (1.4227, -2.0076, -3.4883)
N (2.2496, -2.8835, -4.2308)
C (3.5307, -2.4898, -4.7388)
C (3.6154, -2.0117, -6.0574)
C (4.8543, -1.7249, -6.6322)
C (6.0263, -1.9056, -5.8887)
C (5.9503, -2.3772, -4.5739)
C (4.7059, -2.6837, -4.0058)
C (1.9390, -4.2782, -4.2811)
C (2.3836, -5.1257, -3.2576)
C (2.0831, -6.4895, -3.3007)
C (1.3500, -7.0100, -4.3739)
C (0.9253, -6.1666, -5.4059)
C (1.2344, -4.8042, -5.3690)
C (1.9290, -1.3111, -2.3827)
C (1.0718, -0.5347, -1.5978)
C (-0.8063, 0.9367, 0.2415)
C (-0.9827, 2.1877, 0.8496)
C (-0.7067, 2.3576, 2.2014)
C (-0.3042, 1.2441, 2.9598)
N (0.1716, 1.4246, 4.2465)
C (0.1926, 0.3651, 5.1867)
C (1.4188, -0.0526, 5.7109)
C (1.4404, -1.0588, 6.6776)
C (0.2353, -1.5697, 7.1763)
C (-0.9927, -1.1174, 6.6775)
C (-1.0155, -0.1724, 5.6501)
C (0.5322, 2.7176, 4.7183)
C (-0.4321, 3.5095, 5.3477)
C (-0.0646, 4.7528, 5.8649)
C (1.2626, 5.1866, 5.7509)
C (2.2203, 4.3912, 5.1083)
C (1.8521, 3.1520, 4.5811)
C (-0.3119, -0.0442, 2.3954)
C (-0.5613, -0.1905, 1.0327)
C (-3.5667, 2.8094, -1.3773)
C (-4.5875, 3.6774, -0.9498)
H (-6.9745, 5.8256, 1.3316)
H (-5.2398, 5.7754, 0.8828)
H (-6.4985, 5.8410, -0.3968)
H (-6.4132, 1.4546, 0.8890)
H (-4.5423, -0.0467, 0.1589)
H (-2.7439, 0.3575, -2.3642)
H (-2.6955, -0.3247, -0.9146)
H (-0.8739, 1.7577, -1.6846)
H (-1.7983, -0.8725, -3.4328)
H (-0.3451, -2.4607, -4.6307)
H (2.6867, -1.8903, -6.6167)
H (4.8982, -1.3551, -7.6586)
H (6.9962, -1.6804, -6.3392)
H (6.8614, -2.5046, -3.9855)
H (4.6421, -3.0777, -2.9904)
H (2.9650, -4.7001, -2.4368)
H (2.4189, -7.1419, -2.4933)
H (1.1037, -8.0742, -4.4039)
H (0.3487, -6.5602, -6.2438)
H (0.9390, -4.1262, -6.1713)
H (2.9821, -1.4286, -2.1242)
H (1.4700, -0.0828, -0.6841)
H (-1.3430, 3.0490, 0.2734)
H (-0.7921, 3.3301, 2.6955)
H (2.3361, 0.4048, 5.3359)
H (2.3997, -1.4284, 7.0427)
H (0.2507, -2.3246, 7.9644)
H (-1.9370, -1.4938, 7.0763)
H (-1.9518, 0.1921, 5.2215)
H (-1.4546, 3.1326, 5.4169)
H (-0.8197, 5.3697, 6.3557)
H (1.5527, 6.1541, 6.1677)
H (3.2569, 4.7227, 5.0193)
H (2.5689, 2.5052, 4.0702)
H (-0.0717, -0.9108, 3.0201)
H (-0.5376, -1.1819, 0.5758)
H (-2.8353, 3.1607, -2.1107)
H (-4.6671, 4.7040, -1.3190)

Net charge ... +1
SMILES string ... COc1ccc([NH2+]C(c2ccc(N(c3ccccc3)c3ccccc3)cc2)c2ccc(N(c3ccccc3)c3ccccc3)cc2)cc1
Orbital gap ... 7.82 eV
Calculated total energy ... -52755.905 eV



Entry 6:
Density functional theory data (wB97M-V/def2-TZVPD) for one molecule with the formula C5H7NO.

Atoms and positions in Å:
C (-1.7058, -0.6541, 0.2854)
C (-1.7720, 0.5651, -0.6231)
N (-0.4939, 1.0368, -1.1704)
C (0.5530, 0.5355, -0.7534)
C (1.6553, 0.0802, -0.2541)
C (2.7586, 0.0419, 0.6603)
O (2.6110, -0.8960, -0.4356)
H (-2.7126, -0.9294, 0.6132)
H (-1.0954, -0.4591, 1.1735)
H (-1.2660, -1.5105, -0.2374)
H (-2.2007, 1.4227, -0.0908)
H (-2.4269, 0.3774, -1.4802)
H (3.5733, 0.7547, 0.5488)
H (2.6222, -0.3882, 1.6517)

SMILES string ... CCN=C=C1CO1
Orbital gap ... 9.32 eV
Relative energy (zero: lowest compared OMol25 entry of this formula, charge and spin) ... 85.7 kcal per mole
Calculated total energy ... -8832.485 eV



Entry 7:
Density functional theory data (wB97M-V/def2-TZVPD) for one molecule with the formula C4H7NO.

Atoms and positions in Å:
C (-1.7472, -0.3358, -0.0683)
N (-1.2780, 0.9885, 0.3340)
C (-0.5581, 0.2768, -0.7098)
C (0.7626, -0.3716, -0.3956)
C (1.8549, 0.2108, 0.3935)
O (0.9294, -0.7002, 0.9763)
H (-1.5614, -1.1661, 0.6112)
H (-2.7061, -0.3627, -0.5800)
H (-0.7606, 0.8920, 1.2062)
H (-0.6637, 0.6987, -1.7087)
H (1.0512, -1.1592, -1.0945)
H (2.8551, -0.2106, 0.2850)
H (1.8219, 1.2394, 0.7507)

SMILES string ... C1N[C@H]1[C@H]1CO1
Orbital gap ... 10.69 eV
Relative energy (zero: lowest compared OMol25 entry of this formula, charge and spin) ... 68.9 kcal per mole
Calculated total energy ... -7796.658 eV



Entry 8:
Density functional theory data (wB97M-V/def2-TZVPD) for a 2-piece molecular cluster, C8H9ClN2OP overall.

Atoms and positions in Å:
O (-0.3788, 2.6848, -1.0617)
P (-1.6049, 2.4182, 0.1475)
Cl (-2.7944, 0.7465, -0.5325)
C (-0.8602, 1.9347, 1.7962)
C (0.4058, 0.9527, 1.6172)
C (1.5664, 1.2218, 2.6071)
C (2.7988, 0.2492, 2.4946)
C (2.5820, -0.8216, 1.3697)
C (1.3593, -0.9159, 0.4413)
N (0.2699, -0.0127, 0.5807)
H (0.5060, 2.6503, -0.6370)
H (-0.4801, 2.9049, 2.3009)
H (1.5597, 2.0593, 3.3933)
H (3.7106, 0.3036, 3.1688)
H (3.4121, -1.6045, 1.2193)
H (1.3247, -1.7279, -0.3684)
C (-2.5093, -1.7454, -3.0704)
C (-1.7013, -3.0070, -3.1348)
N (-1.0648, -4.0007, -3.1862)
H (-1.9801, -0.9390, -3.5801)
H (-3.4756, -1.8989, -3.5538)
H (-2.6731, -1.4606, -2.0292)

Net charge ... -1
Orbital gap ... 6.58 eV
Calculated total energy ... -35278.477 eV



Number 1: HOMO energy -13.7 eV. Number 2: HOMO energy -9.1 eV. Number 3: HOMO energy -6.5 eV. Number 4: HOMO energy -11.0 eV. Number 5: HOMO energy -10.0 eV. Number 6: HOMO energy -8.4 eV. Number 7: HOMO energy -9.6 eV. Number 8: HOMO energy -3.4 eV.